1.
Here is an isolated molecule of CH3N5O at a distorted geometry from OMol25. Energies are from ωB97M-V/def2-TZVPD.

**Net charge**: 0
**Lowest unoccupied orbital energy**: -0.39 eV
**HOMO level**: -0.3161 Eh
**2S+1**: 1
**E**: -10576.7843 eV
**SMILES**: N/N=c1/nno[nH]1

Element x y z (Å)
H: -0.2123 0.5999 1.6308
H: 1.2360 -0.7477 1.6823
N: -0.3767 0.3669 -1.3184
N: 2.1052 -0.7022 0.7668
N: -1.5486 0.6955 -0.9664
O: -1.7334 0.2644 0.4017
C: 0.2922 -0.0650 -0.2338
N: 1.5449 -0.3889 -0.2927
H: 2.6538 -1.7021 0.7394
N: -0.5195 0.0465 0.9730

***

2.
Here is an isolated molecule of CH3NO2 at a distorted geometry from OMol25. Energies are from ωB97M-V/def2-TZVPD.

**Net charge**: 0
**Lowest unoccupied orbital energy**: -0.17 eV
**HOMO level**: -0.4052 Eh
**2S+1**: 1
**E**: -6667.1356 eV
**SMILES**: C[N+](=O)[O-]

Element x y z (Å)
O: 2.3427 1.0104 0.0144
C: 0.2519 0.0077 -0.0349
H: -0.1295 0.9394 -0.5323
N: 1.6998 -0.1341 -0.0376
H: -0.1204 -0.9475 -0.5757
O: 2.1978 -1.1974 0.0483
H: -0.3113 -0.1926 0.8655